(1)
The following is a quantum chemistry calculation of a 2-piece molecular cluster, C6H10O overall in a non-equilibrium geometry, from the Open Molecules 2025 dataset.

Cartesian coordinates (Å):
C -4.125 0.774 -0.226
C 1.047 -0.707 0.097
C -0.229 -0.368 -0.202
C 1.925 0.587 0.289
C -1.443 -1.282 -0.044
C -0.733 1.042 -0.054
O -4.798 0.005 0.291
H 1.404 -1.649 0.179
H 1.605 1.288 -0.452
H 3.033 0.314 0.043
H 1.998 0.776 1.339
H -1.842 -1.275 0.983
H -1.151 -2.246 -0.328
H -2.234 -1.001 -0.745
H -1.724 1.187 0.470
H -0.827 1.397 -1.033
H -0.071 1.643 0.382

HOMO in hartree: -0.32629
Calculated total energy in Eh: -309.7720
Gap between HOMO and LUMO in eV: 9.9



(2)
The following is a quantum chemistry calculation of one molecule with the formula C6H10O, from the Open Molecules 2025 dataset.

Cartesian coordinates (Å):
C -1.850 -0.586 0.462
C -1.508 0.892 0.689
C -0.452 1.445 -0.241
C 0.782 0.973 -0.449
C 1.355 -0.224 0.227
C 2.175 -1.140 -0.656
O 1.149 -0.477 1.399
H -1.018 -1.230 0.755
H -2.718 -0.870 1.068
H -2.090 -0.782 -0.589
H -2.417 1.490 0.563
H -1.176 1.025 1.725
H -0.743 2.314 -0.832
H 1.408 1.444 -1.208
H 3.077 -0.634 -1.019
H 2.451 -2.036 -0.098
H 1.585 -1.416 -1.539

HOMO in hartree: -0.35373
Calculated total energy in Eh: -309.8320
SMILES: CC/C=C\C(C)=O
Gap between HOMO and LUMO in eV: 10.3



(3)
The following is a quantum chemistry calculation of C6H10O as an isolated structure in a non-equilibrium geometry, from the Open Molecules 2025 dataset.

Cartesian coordinates (Å):
C 0.914 -0.234 1.896
C 0.189 -1.341 1.206
C 0.958 -0.275 0.374
C 0.332 0.936 -0.445
C -0.328 0.869 -1.883
C -1.370 0.098 -1.097
O -0.996 0.794 0.097
H 0.273 0.499 2.386
H 1.828 -0.453 2.443
H 0.624 -2.343 1.266
H -0.896 -1.356 1.312
H 1.867 -0.697 -0.026
H 0.755 1.947 -0.267
H -0.748 1.856 -2.147
H 0.127 0.443 -2.782
H -2.435 0.227 -1.242
H -1.094 -0.970 -1.092

HOMO in hartree: -0.34889
Calculated total energy in Eh: -309.7460
Gap between HOMO and LUMO in eV: 10.7



(4)
The following is a quantum chemistry calculation of one molecule with the formula C6H10O, from the Open Molecules 2025 dataset.

Cartesian coordinates (Å):
C 2.228 0.073 0.073
C 0.753 -0.172 0.024
C 0.068 -1.198 0.530
C -1.419 -1.094 0.312
C -1.570 0.187 -0.540
C -0.174 0.856 -0.588
O -0.101 2.101 0.097
H 2.427 1.052 0.524
H 2.655 0.096 -0.938
H 2.749 -0.697 0.649
H 0.520 -2.037 1.057
H -1.957 -1.038 1.268
H -1.816 -1.976 -0.206
H -1.909 -0.061 -1.550
H -2.299 0.891 -0.126
H 0.117 1.105 -1.615
H -0.273 1.913 1.030

HOMO in hartree: -0.33871
Calculated total energy in Eh: -309.8418
SMILES: CC1=CCC[C@H]1O
Gap between HOMO and LUMO in eV: 10.2



(5)
The following is a quantum chemistry calculation of C6H10O as an isolated structure in a non-equilibrium geometry, from the Open Molecules 2025 dataset.

Cartesian coordinates (Å):
C 1.440 0.153 0.338
C 0.119 -0.727 0.310
C -1.326 -1.258 -0.106
C -2.099 -0.009 -0.071
C -1.033 1.318 0.089
C 0.267 0.660 -0.360
H 3.326 -0.602 0.503
H 1.731 0.448 1.353
H -0.115 -0.468 1.333
H -1.576 -2.183 0.446
H -1.002 -1.649 -1.133
H -2.703 0.148 0.909
H -2.550 0.144 -0.968
H -1.486 2.076 -0.616
H -1.019 1.692 1.219
H 0.369 0.470 -1.490
O 2.602 -0.112 -0.345

HOMO in hartree: -0.30385
Calculated total energy in Eh: -309.6404
Gap between HOMO and LUMO in eV: 8.7



(6)
The following is a quantum chemistry calculation of one molecule with the formula C6H10O, from the Open Molecules 2025 dataset.

Cartesian coordinates (Å):
C -0.215 -1.409 -0.664
C -0.015 -1.552 0.647
C 0.534 -0.470 1.551
O -0.347 0.620 1.680
C -0.636 1.346 0.495
C 0.288 1.124 -0.706
C 0.004 -0.166 -1.493
H -0.620 -2.260 -1.215
H -0.327 -2.482 1.118
H 1.520 -0.135 1.192
H 0.687 -0.830 2.575
H -0.583 2.397 0.798
H -1.672 1.138 0.184
H 1.336 1.168 -0.394
H 0.146 1.979 -1.378
H -0.907 -0.014 -2.091
H 0.803 -0.341 -2.231

HOMO in hartree: -0.34348
Calculated total energy in Eh: -309.8129
SMILES: C1=CCOCCC1
Gap between HOMO and LUMO in eV: 10.4



(7)
The following is a quantum chemistry calculation of C6H10O as an isolated structure in a non-equilibrium geometry, from the Open Molecules 2025 dataset.

Cartesian coordinates (Å):
C -2.093 -0.586 -0.378
C -1.193 0.668 -0.198
C 0.392 1.521 0.566
C 0.241 0.427 -0.391
C 0.639 -0.862 0.335
C 2.145 -0.831 0.335
O 2.795 -1.062 -0.656
H -2.066 -1.394 0.359
H -1.764 -1.052 -1.330
H -3.142 -0.322 -0.547
H -1.718 1.585 -0.375
H 0.892 2.420 0.172
H 0.500 1.417 1.632
H 0.696 0.506 -1.380
H 0.251 -1.746 -0.171
H 0.243 -0.826 1.360
H 2.632 -0.488 1.274

HOMO in hartree: -0.29718
Calculated total energy in Eh: -309.7030
Gap between HOMO and LUMO in eV: 8.6



(8)
The following is a quantum chemistry calculation of C6H10O as an isolated structure, from the Open Molecules 2025 dataset.

Cartesian coordinates (Å):
C 1.385 1.274 -0.771
C 0.365 0.958 0.301
O -0.919 1.617 0.166
C -1.582 0.363 0.299
C -1.244 -0.496 -0.870
C -0.289 -0.415 0.299
C 0.334 -1.615 0.950
H 2.377 0.954 -0.434
H 1.150 0.745 -1.701
H 1.420 2.346 -0.978
H 0.760 1.190 1.301
H -2.500 0.336 0.879
H -1.780 -1.441 -0.928
H -1.022 -0.026 -1.827
H 1.047 -2.063 0.245
H 0.890 -1.336 1.853
H -0.392 -2.388 1.217

HOMO in hartree: -0.33705
Calculated total energy in Eh: -309.7832
Gap between HOMO and LUMO in eV: 10.2



(9)
The following is a quantum chemistry calculation of one molecule with the formula C6H10O in a non-equilibrium geometry, from the Open Molecules 2025 dataset.

Cartesian coordinates (Å):
C -2.294 0.689 -1.057
C -1.919 -0.516 -0.243
C -0.828 -1.240 -0.200
C 0.366 -1.045 0.699
C 1.436 -0.367 0.257
C 1.924 0.835 1.148
O 1.926 -0.296 -1.059
H -3.355 1.069 -0.924
H -2.180 0.424 -2.126
H -1.586 1.593 -1.012
H -2.631 -0.485 0.601
H -0.480 -2.069 -0.825
H 0.377 -1.343 1.849
H 2.920 0.557 1.592
H 2.266 1.643 0.504
H 1.207 1.160 1.917
H 2.851 -0.608 -1.120

HOMO in hartree: -0.27033
Calculated total energy in Eh: -309.6334
SMILES: C/C=C/C=C(/C)O
Gap between HOMO and LUMO in eV: 7.6



(10)
The following is a quantum chemistry calculation of a 2-piece molecular cluster, C6H10O overall, from the Open Molecules 2025 dataset.

Cartesian coordinates (Å):
C -1.096 1.116 0.801
C -0.813 1.180 -0.504
C 0.610 1.648 -0.287
C 0.279 1.576 1.237
H -1.984 0.838 1.362
H -1.385 0.978 -1.407
H 0.845 2.648 -0.668
H 1.391 0.947 -0.603
H 0.870 0.837 1.785
H 0.312 2.536 1.763
C 0.038 -2.237 -1.089
C 0.272 -1.828 0.340
O 1.329 -1.426 0.768
H 0.923 -2.016 -1.689
H -0.177 -3.312 -1.130
H -0.836 -1.713 -1.491
H -0.605 -1.932 1.014

HOMO in hartree: -0.34681
Calculated total energy in Eh: -309.7798
SMILES: C1=CCC1.CC=O
Gap between HOMO and LUMO in eV: 10.5



(11)
The following is a quantum chemistry calculation of a 2-piece molecular cluster, C6H10O overall, from the Open Molecules 2025 dataset.

Cartesian coordinates (Å):
C 2.233 0.355 -0.321
C 0.764 0.367 -0.033
C -0.192 0.883 -0.804
C -1.591 1.020 -0.266
C -1.842 -0.163 0.629
C -0.826 -0.643 1.338
O 0.463 -0.186 1.196
H 2.717 -0.525 0.108
H 2.699 1.243 0.120
H 2.413 0.376 -1.399
H 0.047 1.219 -1.805
H -1.667 1.944 0.325
H -2.338 1.112 -1.058
H -2.819 -0.628 0.688
H -0.885 -1.453 2.056
H 0.679 -2.368 -0.626
H 0.143 -2.555 -0.149

HOMO in hartree: -0.30855
Calculated total energy in Eh: -309.7813
SMILES: CC1=CCC=CO1.[H][H]
Gap between HOMO and LUMO in eV: 9.5



(12)
The following is a quantum chemistry calculation of a 2-piece molecular cluster, C6H10O overall in a non-equilibrium geometry, from the Open Molecules 2025 dataset.

Cartesian coordinates (Å):
C 0.115 -0.247 1.710
C -1.005 0.486 1.695
C -0.977 1.776 0.991
O -0.071 2.115 0.248
H 0.140 -1.288 2.023
H 1.050 0.176 1.353
H -1.946 0.097 2.071
H -1.846 2.442 1.145
C 0.248 -1.140 -0.625
C 0.000 -0.374 -1.880
C 1.357 -0.348 -1.249
H -0.399 -0.703 0.099
H 0.318 -2.219 -0.568
H -0.222 -0.946 -2.764
H -0.587 0.530 -1.722
H 2.132 -0.946 -1.719
H 1.693 0.587 -0.809

HOMO in hartree: -0.34165
Calculated total energy in Eh: -309.7387
SMILES: C=CC=O.C1CC1
Gap between HOMO and LUMO in eV: 9.5



Asked for relative energy (zero: lowest compared OMol25 entry of this formula, charge and spin) across the records above, the calculation gives 184.7 27.2 253.1 1.5 530.3 77.5 366.0 155.3 548.7 164.2 160.4 272.2 kJ/mol in order.